[1]
C39H38BFN10SSn as an isolated structure, computed with ωB97M-V/def2-TZVPD.

Each line ends with the Löwdin charge.
Positions of all 91 atoms, in Å:
Sn (0.51439, -0.02505, 0.41052)  1.314
C (-2.64261, 1.04225, -1.33488)  -0.022
C (-2.81361, 0.01405, -0.27928)  -0.339
C (-3.99121, -0.63555, 0.09012)  0.010
C (-3.61821, -1.49585, 1.09822)  -0.029
N (-2.30411, -1.36135, 1.31312)  0.032
N (-1.81101, -0.44065, 0.47162)  -0.027
B (-1.45361, -2.20185, 2.28902)  -0.676
N (-0.50241, -3.04995, 1.42702)  0.040
C (-0.34661, -4.36795, 1.25162)  -0.028
C (0.68079, -4.57925, 0.35702)  0.007
C (1.12799, -3.30365, 0.01872)  -0.337
C (2.23829, -2.91175, -0.88258)  -0.019
N (0.40019, -2.39925, 0.67022)  -0.019
N (-0.58891, -1.33125, 3.20602)  0.008
C (-0.30991, -1.56695, 4.49572)  -0.036
C (0.57109, -0.60445, 4.93472)  0.008
C (0.80319, 0.20035, 3.81912)  -0.339
C (1.70949, 1.36565, 3.68112)  -0.021
N (0.09019, -0.25555, 2.79242)  -0.035
N (-2.42791, -2.91545, 3.21032)  -0.026
C (-2.75491, -4.18315, 3.54262)  -0.070
C (-3.69931, -4.14135, 4.54012)  -0.013
C (-3.91531, -2.77005, 4.77662)  -0.348
C (-4.83311, -2.14085, 5.76032)  -0.027
N (-3.14871, -2.06785, 3.96722)  0.106
H (-3.42361, 1.79555, -1.24428)  0.094
H (-1.66081, 1.51055, -1.26958)  0.053
H (-2.73911, 0.57385, -2.31348)  0.074
H (-4.97371, -0.49225, -0.30688)  0.109
H (-4.21751, -2.17955, 1.66132)  0.127
H (-0.95401, -5.09125, 1.75172)  0.104
H (1.05089, -5.52105, 0.00782)  0.109
H (2.67209, -3.78635, -1.35678)  0.090
H (1.87179, -2.23145, -1.64868)  0.050
H (3.01019, -2.39585, -0.31158)  0.083
H (-0.73961, -2.39135, 5.02682)  0.128
H (0.99019, -0.50085, 5.91352)  0.107
H (1.61159, 2.03745, 4.52992)  0.088
H (2.74139, 1.02105, 3.63452)  0.085
H (1.48749, 1.90265, 2.76042)  0.042
H (-2.31251, -5.03555, 3.07452)  0.093
H (-4.18211, -4.96585, 5.02422)  0.100
H (-5.38511, -2.90845, 6.29602)  0.077
H (-4.27031, -1.54165, 6.47472)  0.080
H (-5.53401, -1.47945, 5.25432)  0.079
C (-1.00011, 3.11495, 1.26062)  -0.028
C (0.27839, 3.74195, 0.82692)  -0.323
C (0.39489, 5.14595, 0.93632)  -0.002
C (1.60059, 5.73775, 0.71202)  0.014
C (2.70749, 4.93495, 0.36142)  -0.142
C (3.99869, 5.47245, 0.20922)  -0.004
C (5.05749, 4.66015, -0.09508)  -0.051
C (4.83979, 3.29685, -0.32508)  -0.079
C (3.58339, 2.74775, -0.21108)  -0.438
S (3.41409, 1.01455, -0.54998)  0.896
C (2.47729, 3.54035, 0.18142)  -0.227
N (1.27019, 2.97905, 0.42362)  0.092
H (-1.84561, 3.68755, 0.88622)  0.094
H (-1.03921, 3.13205, 2.35142)  0.104
H (-1.07721, 2.08025, 0.93052)  0.005
H (-0.46841, 5.72255, 1.22792)  0.120
H (1.73209, 6.80395, 0.81702)  0.125
H (4.14309, 6.53375, 0.34882)  0.123
H (6.05719, 5.06245, -0.16218)  0.114
H (5.67329, 2.65995, -0.58158)  0.111
F (3.66399, 0.44645, 1.00722)  -0.475
N (0.32369, -0.28625, -1.93538)  0.140
C (0.42379, -0.23415, -3.16878)  -0.294
C (1.66699, 0.21575, -3.85298)  -0.186
C (2.34189, 1.33805, -3.38798)  -0.087
C (3.53279, 1.71615, -3.98268)  -0.070
C (4.07089, 0.95795, -5.00988)  -0.056
C (3.39809, -0.16345, -5.46678)  -0.052
C (2.18409, -0.52425, -4.90878)  -0.018
C (-0.70601, -0.64195, -4.04268)  -0.190
C (-0.94751, 0.02555, -5.23758)  -0.020
C (-2.05821, -0.31085, -5.99258)  -0.055
C (-2.91051, -1.31865, -5.56968)  -0.061
C (-2.65671, -1.99595, -4.38668)  -0.059
C (-1.56441, -1.65035, -3.61148)  -0.031
H (1.90759, 1.92215, -2.58828)  0.091
H (4.03979, 2.60675, -3.64408)  0.109
H (5.01359, 1.23935, -5.45478)  0.112
H (3.82049, -0.76215, -6.25828)  0.112
H (1.64769, -1.38345, -5.28258)  0.126
H (-0.29091, 0.82185, -5.55658)  0.124
H (-2.25601, 0.22125, -6.91048)  0.112
H (-3.77811, -1.57075, -6.16098)  0.111
H (-3.31571, -2.78715, -4.05998)  0.112
H (-1.36581, -2.14505, -2.67138)  0.115

Summary:
<S²>: 0.76
2S+1: 2
Lowest unoccupied orbital energy (spin up / spin down), eV: -2.873 / -3.929
Total energy, hartree: -2793.63092
HOMO energy (spin up / spin down), eV: -10.65 / -10.62
Frontier orbital gap (spin up / spin down), eV: 7.78 / 6.69
Net charge: +1

***

[2]
C6H11NO5P as an isolated structure, computed with ωB97M-V/def2-TZVPD.

Each line ends with the Löwdin charge.
Positions of all 24 atoms, in Å:
C (3.97865, -0.28771, -0.54877)  -0.024
C (3.01620, -1.07586, -0.16629)  -0.348
C (-0.89498, -0.73714, 1.27336)  -0.162
C (-2.24477, 1.05765, 0.20048)  -0.203
C (-0.97838, -1.46924, -0.07333)  -0.193
C (-2.31403, 0.24511, -1.10960)  -0.228
N (-1.11856, 0.71346, 0.98595)  -0.072
O (1.00634, 2.84330, 0.20270)  -0.342
O (2.35739, -1.95089, 0.22141)  0.139
O (1.79666, 0.60837, 1.22402)  -0.298
O (-2.16963, -1.09579, -0.79636)  -0.166
O (1.07275, 0.63640, -1.21666)  -0.316
P (1.24996, 1.35595, 0.07065)  0.229
H (4.85662, -0.58717, -1.08830)  0.044
H (3.71653, 0.77954, -0.63132)  0.050
H (-1.74310, -1.07285, 1.91180)  0.109
H (-0.00154, -1.11546, 1.83249)  0.120
H (-2.23429, 2.19104, 0.19111)  0.131
H (-3.21158, 0.80184, 0.87805)  0.150
H (-0.05024, -1.23562, -0.63461)  0.091
H (-1.13313, -2.58161, -0.06558)  0.129
H (-3.23400, 0.36222, -1.52777)  0.073
H (-1.42328, 0.49567, -1.81464)  0.144
H (-0.29957, 1.11880, 0.68121)  -0.059

Summary:
Lowest unoccupied orbital energy, eV: 3.657
Total energy, hartree: -1007.57840
HOMO energy, eV: -5.09
Frontier orbital gap, eV: 8.75
Net charge: -1

***

[3]
A 2-piece molecular cluster, C6H8O2 overall, computed with ωB97M-V/def2-TZVPD.

Each line ends with the Löwdin charge.
Positions of all 16 atoms, in Å:
C (1.38946, -1.65078, -0.94642)  -0.028
C (1.22502, -0.66248, 0.17696)  -0.407
C (0.52064, 0.78273, -0.33090)  -0.117
C (1.08311, 1.91443, 0.15969)  0.025
O (1.85927, -0.69364, 1.18708)  0.083
H (0.43946, 0.76706, -1.41473)  0.080
H (0.51055, -1.62414, -1.58537)  0.072
H (2.23860, -1.39644, -1.58088)  0.093
H (1.57736, -2.62788, -0.50415)  0.090
H (1.59673, 2.64142, -0.45623)  0.066
H (1.58420, 1.91417, 1.11858)  0.062
C (-3.00672, 0.52961, 1.09808)  -0.004
C (-2.01498, -0.01643, 0.38759)  -0.194
O (-1.86164, -1.17845, 0.01997)  0.068
H (-3.59078, 1.40642, 0.88820)  0.043
H (-3.55027, -0.10562, 1.78250)  0.068

Summary:
Lowest unoccupied orbital energy (spin up / spin down), eV: -1.028 / -1.031
Total energy, hartree: -383.71449
HOMO energy (spin up / spin down), eV: -8.91 / -8.91
SMILES string: C=CC(C)=O.C=C=O
Frontier orbital gap (spin up / spin down), eV: 7.89 / 7.88

***

[4]
A 2-piece molecular cluster, C3H6NO2 overall, computed with ωB97M-V/def2-TZVPD.

Each line ends with the Löwdin charge.
Positions of all 12 atoms, in Å:
C (-1.92858, -0.29381, 1.06663)  0.056
C (1.06208, -0.26753, 1.65229)  0.162
C (0.19256, 0.54211, -1.69189)  -0.003
N (0.16195, -0.15138, -0.43602)  -0.099
O (-3.05016, -0.24754, 1.00347)  0.136
O (0.89808, 0.30661, 0.55102)  0.023
H (-0.21514, -1.09285, -0.36359)  0.146
H (1.66286, 0.26596, 2.37780)  0.138
H (0.64867, -1.24249, 1.87905)  0.122
H (0.89986, 0.08558, -2.38862)  0.103
H (0.46891, 1.58198, -1.51877)  0.113
H (-0.80109, 0.51336, -2.13138)  0.106

Summary:
Lowest unoccupied orbital energy (spin up / spin down), eV: -5.762 / -5.762
Total energy, hartree: -322.73531
HOMO energy (spin up / spin down), eV: -14.94 / -14.94
Frontier orbital gap (spin up / spin down), eV: 9.18 / 9.18
Net charge: +1

***

Computed ΔE to the lowest compared entry with this formula, charge and spin (eV) in order:
1.803; 0.905; 5.323; 3.907